(1)
{"formula": "C4H14O3", "method": "the ωB97M-V functional and the def2-TZVPD basis", "smiles": "C=C(C)C.O.O.O", "relative_energy_ev": 1.7678, "symbols": ["H", "H", "H", "O", "C", "C", "H", "O", "H", "H", "H", "O", "C", "H", "H", "H", "H", "H", "C", "H", "H"], "positions_angstrom": [[-3.33754, -0.34864, -1.35005], [-0.68648, 2.49853, -1.02660], [-0.81620, -1.27253, -1.07498], [-0.28925, -0.31257, 1.60980], [-1.65106, 0.62606, -0.79376], [-2.94691, 0.08017, -0.32903], [-2.08604, 2.61517, 0.07722], [2.58942, 0.42346, 1.53687], [2.71327, -2.70644, -0.80017], [2.45264, -1.27970, -0.75910], [-3.50527, 0.87553, 0.05784], [3.13592, -1.96248, -0.49556], [-1.42036, 1.95274, -0.50320], [3.26532, 0.71906, 2.23371], [-2.93072, -0.67270, 0.52648], [0.28759, 0.07259, -1.76826], [0.40090, -0.06993, 2.27103], [-0.48507, 0.52970, 1.20528], [-0.76602, -0.26215, -1.58285], [-1.25125, -0.34432, -2.57471], [3.19628, -0.18455, 1.02651]]}

=====

(2)
{"formula": "C17H53AsF6N13O8", "method": "the ωB97M-V functional and the def2-TZVPD basis", "spin_multiplicity": 2, "s2": 0.754, "symbols": ["H", "H", "N", "C", "O", "C", "H", "H", "H", "N", "N", "H", "C", "C", "N", "H", "H", "H", "H", "H", "O", "H", "H", "N", "H", "H", "N", "C", "C", "H", "N", "O", "C", "F", "H", "H", "H", "F", "H", "H", "N", "H", "H", "H", "F", "H", "H", "O", "C", "H", "H", "F", "H", "C", "C", "H", "C", "H", "O", "H", "H", "N", "H", "H", "H", "C", "H", "H", "H", "H", "C", "H", "H", "H", "H", "N", "H", "F", "O", "As", "C", "H", "H", "H", "N", "C", "O", "C", "H", "H", "H", "F", "O", "H", "H", "N", "N", "C"], "positions_angstrom": [[3.22370, -0.36376, 2.85022], [5.72644, 3.63465, -4.57881], [1.48066, -0.97086, -4.62798], [2.95625, 2.72831, -3.28766], [-5.39278, 1.46915, 4.12433], [1.33115, -1.49828, 4.65380], [-5.66917, 2.69578, 2.28690], [4.42007, -1.78647, -5.06747], [-0.12443, -3.02951, 4.37907], [-1.75140, -5.93574, -0.53750], [5.17704, 3.75444, -3.73982], [2.45170, -3.02464, 3.37539], [-3.82213, 1.78153, 2.38718], [-6.01364, 2.48331, 4.89114], [1.65577, -0.21310, 4.05502], [-3.72096, 3.95147, 2.44015], [4.56770, 4.25747, -6.05750], [2.32840, -5.30419, 6.09045], [-3.45280, 0.01681, -3.18382], [-5.47247, 3.42740, 4.95378], [1.28047, 3.18845, 3.10806], [-1.38077, -6.76823, -0.10197], [-3.35622, 3.19121, 3.95387], [1.31755, 2.99104, 0.92669], [3.35249, 1.74617, -3.54552], [4.42321, 2.64113, -5.83249], [3.99151, -0.22247, 2.20944], [0.17982, -2.07587, 3.94766], [3.89163, 3.55558, -5.56926], [-1.68481, 0.13797, -5.98570], [-0.05653, 1.77748, 1.96285], [2.70254, -3.35094, 5.48456], [1.86310, -4.50164, 5.51816], [-2.57095, -1.07938, -0.02561], [-3.47915, 0.42303, 1.11374], [-1.20980, -5.08945, -0.64025], [-2.47296, 1.67938, 1.10078], [-1.16834, -3.03987, -0.83203], [-0.42938, 1.42364, 2.83226], [0.63577, 1.09637, -3.08440], [-3.42721, -4.70273, -1.17434], [-5.02057, 0.14713, -3.96640], [-0.26265, 2.67439, -2.99469], [-0.64838, -1.36768, 3.97328], [-1.67296, -0.90413, -2.42503], [3.32832, 4.78225, -3.98459], [2.34438, 0.36422, 4.51613], [1.58038, 2.92596, -3.69290], [-3.23096, 3.08117, 2.87669], [3.31855, -2.21084, -3.72905], [1.51071, -1.50878, -3.77366], [-0.29639, -1.36669, 0.87791], [-6.21025, 1.86204, 5.76491], [3.75927, 3.78531, -4.07678], [2.50396, -2.49453, 4.32638], [-2.82504, -3.89189, -1.17265], [-3.01536, -5.86295, -0.62074], [0.64863, -0.44329, -4.85049], [2.90873, -0.49909, -6.28884], [0.85941, -4.31262, 5.89894], [3.37720, -1.87026, 4.51570], [-3.44852, 1.42876, 1.02613], [0.92504, 2.18435, -1.81190], [-6.93188, 2.74462, 4.36518], [0.96562, 2.54251, 0.09297], [0.69370, 2.16487, -2.87688], [-3.22488, 1.02856, 2.90138], [1.07169, -1.37683, 5.70549], [-2.14392, 3.10617, 2.80042], [1.75594, -5.11494, 4.62347], [0.91006, 2.67136, 2.06303], [3.18719, 2.98844, -2.25466], [4.95600, -0.38139, 2.46359], [-4.40829, -4.52007, -1.32996], [0.26636, -2.19274, 2.86742], [-4.01348, 0.21603, -3.99994], [-0.12870, 1.26916, 1.09308], [-0.67367, 0.56945, -0.77535], [4.52221, -1.31935, 0.25222], [-0.92628, -1.20281, -0.82714], [-3.47758, 0.19210, -5.19406], [1.77651, 3.88806, 0.85722], [1.80310, -0.62057, 1.66489], [-1.73662, 0.20088, -4.20446], [-2.18085, 0.23225, -5.11097], [3.70616, -0.82869, 1.03563], [-4.15861, 0.19727, -6.19502], [2.63349, -1.06145, -5.23366], [2.88213, 3.56661, -5.98021], [5.42674, 2.88643, -3.28783], [0.87701, 0.42822, 4.10364], [0.73445, -1.39124, -1.51037], [-3.77105, -6.80670, -0.51797], [2.09723, -1.47426, 0.15036], [-5.80359, 0.92356, 2.08633], [2.43598, -1.01397, 0.98312], [3.50247, -1.83478, -4.64821], [-5.35922, 1.72573, 2.67554]]}

=====

Summary of total energy in eV
-10516.161; -131382.347
(order as listed above)